C12H26BN2O2P2Ti | ωB97M-V/def2-TZVPD

Structure (XYZ):
```
46
Properties=species:S:1:pos:R:3:forces:R:3:mulliken_charge:R:1
Ti -0.6905 0.4595 -0.9643 -2.5 1.4 1.0 -0.184
P -1.0137 1.7845 1.0689 0.8 2.4 -0.3 1.231
C -0.1174 3.0177 -0.0424 -1.7 0.6 -0.2 -1.657
C 1.2280 2.5580 -0.3463 1.1 -0.4 -0.8 0.896
N 1.3219 1.2333 -0.7126 -0.3 -0.1 0.2 0.646
C 2.5389 0.7184 -1.0395 0.2 0.4 0.1 0.319
C 3.6888 1.4968 -1.0130 -0.3 -0.3 -0.2 -0.761
C 3.5965 2.8503 -0.7339 -0.6 0.9 0.3 -0.550
C 2.3394 3.3882 -0.4143 0.1 0.2 0.2 -0.813
C 2.6165 -0.7306 -1.4157 -0.1 0.2 0.5 -1.057
P 1.0903 -1.5287 -1.9325 1.4 -1.3 -2.5 1.045
H 2.1954 4.4659 -0.2207 0.2 -0.7 0.0 0.506
H 4.6481 1.0630 -1.2505 0.0 -0.1 -0.1 0.544
H 4.4689 3.5172 -0.7579 -0.3 -0.5 0.0 0.474
H 3.2819 -0.8947 -2.2687 0.1 0.1 0.1 0.620
H 2.9838 -1.3617 -0.5921 0.1 0.3 0.0 0.572
H -0.7464 2.9624 -1.0047 1.3 1.2 1.9 0.360
H -0.1356 4.0267 0.3789 0.0 -0.2 0.1 0.668
H -2.5919 -0.8850 -4.3789 -0.4 0.2 -0.3 0.321
O -1.2488 1.8366 -2.0414 -0.3 -2.9 -0.6 -0.544
H -1.5591 2.2658 -2.8764 0.0 -0.6 0.7 0.272
H -0.1111 -0.8184 -2.0180 0.1 -0.6 -0.1 0.249
O -2.2135 -1.1924 -3.5565 1.6 -0.1 0.4 -0.540
H -2.7775 -0.9378 -2.8391 -1.1 0.0 0.2 0.286
C 1.1683 -1.6875 -3.7241 -0.2 0.2 0.5 -1.417
H 2.1170 -2.2009 -3.8916 -0.1 -0.1 -0.5 0.581
H 0.2881 -2.2584 -4.0361 0.2 -0.1 -0.2 0.414
H 1.1423 -0.6961 -4.1879 0.2 -0.2 -0.1 0.430
C 1.0600 -3.1308 -1.2247 -0.4 -0.4 0.9 -1.187
H 0.0555 -3.5419 -1.1020 0.1 -0.1 -0.1 0.420
H 1.6428 -3.7443 -1.9201 -0.1 -0.1 0.0 0.442
H 1.5709 -3.0928 -0.2567 -0.2 -0.2 -0.1 0.512
C -0.0749 1.9206 2.5949 0.2 -1.1 0.4 -1.170
H -0.2071 2.9253 3.0102 -0.1 -0.1 -0.2 0.437
H -0.4541 1.1745 3.3033 0.2 0.2 0.1 0.441
H 0.9883 1.7346 2.4060 -0.2 0.0 0.1 0.422
C -2.6188 2.5468 1.3295 -0.6 -0.7 -0.2 -1.184
H -3.2526 1.8370 1.8657 -0.1 0.1 0.0 0.431
H -2.5089 3.4515 1.9277 0.2 0.0 0.0 0.457
H -3.0955 2.7841 0.3759 0.0 0.0 0.1 0.395
B -2.7168 -2.8114 1.7982 0.4 0.2 -0.5 0.055
C -2.1573 -1.9304 0.6741 -0.3 -0.4 1.1 -0.031
N -1.6853 -1.1720 -0.1049 1.5 2.4 -1.8 -0.375
H -2.6220 -2.0691 2.7759 0.0 -0.1 -0.3 -0.007
H -1.9589 -3.7693 1.8815 -0.2 0.2 -0.1 0.003
H -3.8509 -3.0745 1.4949 0.0 0.0 0.0 0.028
```
Forces are in eV/Å.

total charge: +3
electronic energy: -62280.524 eV
HOMO (alpha / beta): -18.6 / -18.6 eV